No. 1
{"formula": "C20H25FeN5OS", "method": "wB97M-V/def2-TZVPD", "species": ["Fe", "C", "N", "C", "C", "N", "C", "C", "C", "C", "C", "C", "N", "C", "N", "C", "C", "C", "C", "C", "C", "N", "H", "H", "H", "H", "H", "H", "H", "H", "H", "H", "H", "H", "H", "H", "H", "C", "C", "S", "O", "C", "C", "H", "H", "H", "H", "H", "H", "H", "H", "H", "H"], "xyz": [[0.51, -0.34, -0.88], [3.35, -1.25, 0.00], [2.78, -0.63, -1.22], [3.35, 0.69, -1.57], [2.33, 1.78, -1.49], [1.06, 1.57, -1.24], [0.42, 2.81, -1.34], [-0.92, 3.16, -1.17], [-1.24, 4.49, -1.33], [-0.27, 5.45, -1.65], [1.06, 5.11, -1.81], [1.37, 3.77, -1.65], [2.58, 3.08, -1.73], [2.40, -1.17, 1.15], [1.17, -0.72, 1.02], [0.56, -0.88, 2.27], [-0.73, -0.56, 2.69], [-1.05, -0.84, 4.01], [-0.11, -1.43, 4.88], [1.17, -1.74, 4.47], [1.48, -1.44, 3.15], [2.65, -1.61, 2.40], [3.56, -2.31, -0.21], [4.31, -0.80, 0.26], [2.96, -1.26, -1.99], [4.20, 0.93, -0.93], [3.73, 0.65, -2.59], [-1.66, 2.42, -0.91], [-2.27, 4.81, -1.20], [-0.57, 6.49, -1.76], [1.80, 5.86, -2.06], [3.48, 3.47, -1.96], [-1.44, -0.08, 2.03], [-2.03, -0.60, 4.38], [-0.41, -1.64, 5.89], [1.89, -2.19, 5.14], [3.52, -1.98, 2.74], [-4.17, 0.04, -2.03], [-3.68, -1.40, -1.93], [-2.61, -1.62, -0.52], [-1.28, -0.97, -0.96], [-2.29, -3.38, -0.63], [-1.52, -3.85, 0.60], [-4.89, 0.13, -2.84], [-3.34, 0.72, -2.25], [-4.65, 0.36, -1.11], [-3.11, -1.70, -2.81], [-4.51, -2.10, -1.78], [-1.74, -3.52, -1.56], [-3.26, -3.86, -0.71], [-0.64, -3.23, 0.78], [-1.18, -4.87, 0.45], [-2.14, -3.83, 1.49]], "lowdin_charge": [0.90, -0.08, -0.08, -0.08, -0.29, 0.06, -0.20, -0.01, -0.05, -0.05, 0.01, -0.16, 0.20, -0.29, 0.07, -0.21, -0.02, -0.05, -0.05, 0.01, -0.16, 0.20, 0.15, 0.14, 0.13, 0.14, 0.15, 0.10, 0.12, 0.12, 0.12, 0.18, 0.10, 0.12, 0.12, 0.12, 0.18, -0.12, -0.38, 1.03, -0.62, -0.37, -0.11, 0.09, 0.07, 0.08, 0.11, 0.11, 0.11, 0.11, 0.06, 0.09, 0.09], "multiplicity": 5, "charge": 2, "lumo_ev": [-5.227, -5.656], "max_force_ha_per_bohr": 0.0107, "de_lowest_kj_mol": 0.0, "s2": 6.011, "e_homo_ev": [-14.30, -14.30], "orbital_gap_ha": [0.333, 0.317]}

No. 2
{"formula": "C20H25N2", "method": "wB97M-V/def2-TZVPD", "species": ["C", "N", "C", "C", "C", "C", "C", "C", "C", "N", "C", "C", "C", "C", "C", "C", "C", "C", "C", "C", "C", "C", "H", "H", "H", "H", "H", "H", "H", "H", "H", "H", "H", "H", "H", "H", "H", "H", "H", "H", "H", "H", "H", "H", "H", "H", "H"], "xyz": [[0.98, 0.21, 4.19], [0.96, 0.12, 2.66], [1.05, -1.11, 2.08], [1.25, -2.28, 2.83], [1.33, -3.51, 2.15], [1.17, -3.64, 0.74], [0.96, -2.48, 0.01], [0.89, -1.23, 0.67], [0.26, 0.02, -0.02], [-0.38, -0.05, -1.39], [0.85, -0.08, -2.16], [-1.16, -1.38, -1.87], [-2.41, -1.38, -2.80], [-3.27, -0.15, -2.47], [-2.47, 1.09, -2.92], [-1.17, 1.21, -2.05], [0.93, 1.29, 0.56], [0.95, 2.50, -0.19], [1.15, 3.71, 0.45], [1.38, 3.67, 1.86], [1.36, 2.50, 2.63], [1.11, 1.29, 1.97], [0.40, 1.10, 4.46], [0.46, -0.67, 4.58], [2.00, 0.28, 4.57], [1.39, -2.17, 3.90], [1.53, -4.40, 2.79], [1.25, -4.63, 0.30], [0.92, -2.58, -1.08], [-0.92, 0.05, 0.27], [1.37, 0.92, -2.17], [1.56, -0.68, -1.60], [0.75, -0.58, -3.14], [-0.39, -2.12, -2.20], [-1.50, -1.80, -0.94], [-1.97, -1.24, -3.82], [-2.98, -2.36, -2.68], [-4.16, -0.20, -3.10], [-3.55, -0.11, -1.40], [-2.07, 0.90, -3.94], [-3.08, 2.05, -2.84], [-1.48, 1.76, -1.18], [-0.41, 1.89, -2.51], [0.84, 2.51, -1.28], [1.18, 4.67, -0.06], [1.60, 4.61, 2.43], [1.55, 2.46, 3.70]], "lowdin_charge": [0.02, -0.04, -0.18, 0.00, -0.05, -0.06, -0.07, -0.07, -0.15, -0.16, -0.06, -0.07, -0.14, -0.20, -0.15, -0.06, -0.07, -0.06, -0.06, -0.05, -0.01, -0.18, 0.09, 0.08, 0.11, 0.10, 0.12, 0.11, 0.09, 0.20, 0.12, 0.09, 0.13, 0.11, 0.11, 0.12, 0.15, 0.11, 0.13, 0.12, 0.15, 0.11, 0.12, 0.08, 0.11, 0.12, 0.10], "multiplicity": 1, "charge": 1, "lumo_ev": -2.316, "max_force_ha_per_bohr": 0.1283, "de_lowest_kj_mol": 431.2, "e_homo_ev": -10.50, "orbital_gap_ha": 0.301}

No. 3
{"formula": "C20H25N3O", "method": "wB97M-V/def2-TZVPD", "species": ["O", "C", "C", "C", "N", "C", "C", "C", "C", "C", "C", "C", "C", "C", "N", "C", "N", "C", "C", "C", "C", "C", "C", "C", "H", "H", "H", "H", "H", "H", "H", "H", "H", "H", "H", "H", "H", "H", "H", "H", "H", "H", "H", "H", "H", "H", "H", "H", "H"], "xyz": [[2.70, 2.46, -1.43], [2.04, 1.44, -1.54], [0.92, 1.28, -2.56], [-0.41, 1.74, -1.95], [-0.86, 0.85, -0.90], [-1.67, 1.49, 0.12], [-3.10, 1.83, -0.36], [-3.68, 0.68, -1.19], [-2.89, -0.60, -0.96], [-1.43, -0.40, -1.40], [-0.61, -1.59, -0.97], [-0.11, -1.72, 0.32], [0.61, -2.85, 0.67], [0.81, -3.82, -0.30], [0.34, -3.72, -1.53], [-0.35, -2.64, -1.85], [2.23, 0.35, -0.76], [3.14, 0.34, 0.36], [2.39, 0.28, 1.67], [2.62, -0.74, 2.58], [1.89, -0.81, 3.75], [0.92, 0.15, 4.02], [0.70, 1.17, 3.12], [1.43, 1.24, 1.95], [0.86, 0.24, -2.89], [1.15, 1.92, -3.41], [-1.15, 1.84, -2.76], [-0.25, 2.73, -1.51], [-1.73, 0.81, 0.98], [-1.16, 2.39, 0.45], [-3.08, 2.75, -0.95], [-3.71, 2.02, 0.52], [-4.73, 0.52, -0.94], [-3.63, 0.93, -2.25], [-2.93, -0.88, 0.10], [-3.32, -1.42, -1.53], [-1.43, -0.37, -2.50], [-0.27, -0.93, 1.05], [1.00, -2.97, 1.66], [1.36, -4.72, -0.09], [-0.71, -2.60, -2.88], [1.56, -0.40, -0.81], [3.72, 1.27, 0.29], [3.83, -0.51, 0.27], [3.37, -1.49, 2.37], [2.07, -1.60, 4.46], [0.35, 0.09, 4.94], [-0.05, 1.92, 3.33], [1.26, 2.04, 1.24]], "lowdin_charge": [0.05, -0.51, -0.07, -0.18, -0.12, -0.20, -0.16, -0.18, -0.14, -0.28, -0.18, -0.03, -0.05, -0.15, 0.06, -0.10, 0.09, -0.12, -0.22, -0.06, -0.09, -0.09, -0.09, -0.04, 0.11, 0.12, 0.12, 0.13, 0.11, 0.12, 0.10, 0.11, 0.11, 0.11, 0.12, 0.12, 0.14, 0.11, 0.10, 0.10, 0.12, 0.11, 0.13, 0.12, 0.11, 0.10, 0.10, 0.10, 0.11], "multiplicity": 1, "lumo_ev": 0.725, "max_force_ha_per_bohr": 0.0126, "de_lowest_kj_mol": 38.1, "e_homo_ev": -8.59, "orbital_gap_ha": 0.342}

No. 4
{"formula": "C20H25N3O4S", "method": "wB97M-V/def2-TZVPD", "species": ["O", "C", "C", "C", "C", "S", "C", "N", "C", "N", "C", "C", "O", "C", "C", "O", "N", "C", "C", "C", "C", "C", "O", "C", "C", "C", "C", "C", "H", "H", "H", "H", "H", "H", "H", "H", "H", "H", "H", "H", "H", "H", "H", "H", "H", "H", "H", "H", "H", "H", "H", "H", "H"], "xyz": [[0.15, 1.10, 2.65], [0.25, 0.88, 1.46], [1.43, 0.98, 0.66], [2.75, 1.37, 1.05], [3.62, 1.35, 0.00], [2.86, 0.85, -1.49], [1.34, 0.68, -0.69], [0.23, 0.29, -1.33], [-0.86, 0.21, -0.61], [-2.02, -0.08, -1.25], [-2.01, -0.57, -2.60], [-1.83, -2.09, -2.65], [-2.89, -2.67, -1.93], [-2.81, -4.08, -1.76], [-3.28, -4.82, -3.02], [-4.60, -4.47, -3.35], [-0.89, 0.46, 0.73], [-2.13, 0.34, 1.50], [-3.14, 1.37, 1.11], [-3.15, 2.73, 1.28], [-4.35, 3.19, 0.69], [-4.98, 2.08, 0.21], [-4.25, 0.98, 0.45], [5.08, 1.67, 0.03], [5.85, 0.77, 0.99], [5.64, 1.12, 2.47], [4.24, 0.82, 3.00], [3.15, 1.74, 2.44], [-2.81, -0.39, -0.70], [-2.96, -0.31, -3.06], [-1.19, -0.09, -3.13], [-0.87, -2.36, -2.18], [-1.81, -2.43, -3.69], [-3.49, -4.31, -0.94], [-1.79, -4.38, -1.50], [-2.61, -4.61, -3.86], [-3.28, -5.90, -2.83], [-4.68, -3.51, -3.22], [-1.82, 0.49, 2.54], [-2.55, -0.66, 1.38], [-2.40, 3.31, 1.77], [-4.70, 4.20, 0.64], [-5.91, 1.95, -0.30], [5.48, 1.56, -0.98], [5.21, 2.71, 0.33], [5.57, -0.27, 0.82], [6.92, 0.87, 0.77], [5.87, 2.18, 2.62], [6.36, 0.55, 3.06], [3.98, -0.22, 2.79], [4.27, 0.95, 4.09], [2.27, 1.68, 3.07], [3.51, 2.77, 2.46]], "lowdin_charge": [0.06, -0.34, -0.11, -0.21, -0.48, 1.11, -0.53, 0.11, -0.32, 0.09, -0.14, -0.19, -0.16, -0.20, -0.25, -0.06, 0.09, -0.05, -0.26, -0.01, -0.05, -0.12, 0.02, -0.20, -0.20, -0.21, -0.19, -0.13, 0.11, 0.13, 0.12, 0.13, 0.12, 0.13, 0.13, 0.11, 0.12, 0.08, 0.13, 0.14, 0.12, 0.10, 0.12, 0.10, 0.12, 0.12, 0.11, 0.11, 0.11, 0.12, 0.11, 0.10, 0.13], "multiplicity": 1, "lumo_ev": 0.666, "max_force_ha_per_bohr": 0.0164, "de_lowest_kj_mol": 231.4, "e_homo_ev": -7.53, "orbital_gap_ha": 0.301}

The evaluated molar mass for the records listed, in turn: 439.366 293.434 323.440 403.504 g mol⁻¹.